Entry 1:
The following is a DFT calculation (ωB97M-V/def2-TZVPD) of a 7-piece molecular cluster, C25H68N6O11 overall.

The geometry in XYZ format:
```
110
Properties=species:S:1:pos:R:3:forces:R:3
C -11.031 0.998 4.062 -1.22 0.61 0.63
O -9.784 1.575 4.338 1.12 -1.08 -0.83
C -9.865 2.732 5.115 -0.26 0.53 1.49
C -8.442 3.191 5.531 -0.08 0.08 -0.73
N -7.735 2.090 6.155 0.99 0.74 -2.44
C -8.164 1.744 7.434 -1.25 -0.84 1.37
C -7.883 2.747 8.541 0.14 -1.72 0.78
O -6.503 2.774 8.706 1.58 0.91 0.57
C -6.017 3.618 9.751 1.70 0.05 -1.37
H -11.603 0.794 4.968 -0.04 0.46 0.63
H -11.097 0.003 3.623 1.20 0.28 -0.68
H -11.595 1.741 3.498 -0.38 -0.29 -0.37
H -10.391 2.433 6.022 -0.26 0.21 0.38
H -10.496 3.497 4.664 0.19 0.27 -0.39
H -8.321 4.074 6.158 -0.96 0.02 0.24
H -7.913 3.523 4.637 0.17 -0.40 -0.27
H -7.959 1.336 5.522 0.52 -0.54 0.09
H -7.742 0.765 7.663 0.53 0.20 0.42
H -9.224 1.490 7.428 -0.69 0.31 0.40
H -8.177 2.266 9.474 -1.23 0.17 0.12
H -8.369 3.717 8.439 0.12 0.21 -0.19
H -6.100 4.656 9.430 -0.78 0.27 0.60
H -4.932 3.512 9.737 0.24 -0.34 -0.34
H -6.184 3.395 10.805 -1.30 -0.10 -0.11
C 0.557 -3.362 -0.765 -0.92 0.43 -0.61
O 1.360 -3.500 -1.918 0.63 0.61 0.40
C 2.262 -2.412 -2.159 -0.06 0.36 -0.01
C 1.693 -1.379 -3.131 0.21 -2.27 -1.44
N 1.525 -2.081 -4.459 -0.35 0.89 0.58
C 0.779 -1.207 -5.325 0.16 0.46 -2.53
C 0.494 -1.750 -6.742 -0.12 -0.98 -0.98
O -0.058 -0.745 -7.583 0.33 1.81 2.92
C -0.638 -1.038 -8.770 -0.26 -0.71 -1.27
H 1.068 -3.342 0.198 0.42 -0.45 -0.09
H -0.199 -4.144 -0.847 0.22 -0.20 0.41
H -0.012 -2.433 -0.798 -0.09 0.35 -0.09
H 3.176 -2.881 -2.523 -0.04 0.22 -0.33
H 2.545 -1.817 -1.291 -0.18 -0.49 0.73
H 2.398 -0.564 -3.287 -0.09 0.08 0.15
H 0.726 -1.018 -2.780 -0.06 0.28 0.22
H 0.952 -2.902 -4.325 0.07 -0.35 0.43
H 1.410 -0.360 -5.593 -0.15 0.54 0.64
H -0.201 -0.885 -4.971 -0.04 0.30 0.50
H -0.167 -2.617 -6.719 -0.37 -0.18 0.19
H 1.377 -2.092 -7.282 0.57 -0.19 0.45
H 0.028 -1.699 -9.324 -0.12 -0.20 -0.57
H -0.800 -0.115 -9.326 0.34 0.10 0.00
H -1.633 -1.479 -8.709 -0.16 -0.47 0.31
C 5.667 5.167 -0.493 -1.01 0.26 -0.70
O 7.020 4.926 -0.693 0.30 -1.31 0.92
C 7.425 3.901 0.262 2.04 2.29 -0.02
C 8.982 3.862 0.130 -1.61 -1.75 -0.82
N 9.362 3.351 -1.174 1.94 -0.15 -0.92
C 10.846 3.515 -1.383 -1.11 -0.40 -0.84
C 11.241 3.186 -2.836 -0.69 0.41 -0.60
O 10.882 4.241 -3.828 0.32 -1.57 0.94
C 11.549 5.455 -3.612 0.40 0.40 0.58
H 5.436 5.730 0.411 0.18 -0.21 0.46
H 5.148 4.209 -0.516 -0.44 0.01 0.24
H 5.252 5.773 -1.298 0.28 -0.03 -0.26
H 6.876 2.959 0.234 0.21 -0.16 -0.89
H 7.233 4.279 1.266 -0.17 0.24 0.25
H 9.314 3.057 0.785 0.28 0.43 0.67
H 9.454 4.823 0.338 -0.25 0.20 0.40
H 8.960 3.821 -1.973 -0.60 0.39 0.26
H 11.381 2.829 -0.726 0.04 0.10 0.14
H 11.116 4.549 -1.167 0.37 0.05 0.29
H 10.753 2.260 -3.142 -0.84 0.36 -0.17
H 12.262 2.823 -2.954 0.63 1.00 0.20
H 11.202 5.935 -2.696 -0.04 0.16 0.13
H 11.412 6.185 -4.410 -0.47 -0.45 -0.30
H 12.629 5.339 -3.521 0.25 -0.27 0.06
C -4.790 -4.079 -1.718 -0.79 -0.74 -0.20
O -3.816 -4.989 -2.111 1.37 -0.76 0.35
C -3.452 -4.942 -3.493 -0.25 -0.63 1.12
C -2.693 -6.261 -3.788 -1.07 0.70 -1.19
N -2.235 -6.291 -5.200 -0.58 2.32 1.27
C -1.611 -7.495 -5.506 1.88 -0.58 -1.31
C -0.451 -7.330 -6.562 -2.01 -0.63 0.37
O -1.014 -6.873 -7.808 0.63 -0.14 -0.25
C -0.051 -6.917 -8.898 0.46 0.55 1.91
H -5.136 -4.249 -0.698 0.75 -0.11 0.30
H -5.665 -4.415 -2.274 -0.56 1.17 -0.53
H -4.449 -3.048 -1.815 -0.39 0.18 -0.33
H -2.919 -4.009 -3.680 0.54 -0.15 -0.22
H -4.373 -4.884 -4.072 -0.16 -0.17 -0.37
H -3.367 -7.103 -3.634 -0.57 -0.03 0.24
H -1.907 -6.472 -3.062 0.47 0.59 -0.33
H -2.989 -6.178 -5.863 -0.28 0.54 0.34
H -2.357 -8.184 -5.903 0.28 -0.80 0.15
H -1.161 -7.791 -4.558 0.23 -0.92 -0.31
H -0.086 -8.349 -6.693 0.58 -0.04 -0.18
H 0.291 -6.674 -6.106 0.21 0.24 -0.43
H 0.581 -7.791 -8.741 -0.31 -0.52 -0.69
H 0.665 -6.110 -8.750 0.00 0.45 -0.07
H -0.481 -6.777 -9.890 -0.39 -0.48 0.36
N -1.071 2.244 6.624 -0.50 -0.26 4.62
C -0.823 2.210 5.354 0.46 0.81 -1.45
N -1.867 2.280 4.567 -2.82 -0.25 -1.28
O 0.272 2.250 4.888 3.60 -0.09 -0.90
H -0.278 2.356 7.239 -0.30 -0.21 -0.09
H -1.999 2.260 7.021 0.34 0.08 -0.11
H -1.669 2.466 3.595 -0.58 -0.37 0.25
H -2.757 2.070 4.997 -0.21 0.29 -1.03
O 4.871 2.279 7.127 0.13 -0.13 0.22
H 4.215 2.156 6.441 -0.24 -0.09 -0.19
H 5.100 3.207 7.076 0.07 0.23 -0.01
O 4.650 2.175 12.072 -0.19 0.05 0.15
H 5.479 1.808 12.382 0.19 -0.11 0.11
H 4.823 2.425 11.165 -0.01 0.05 -0.28
```
Positions in Å, forces in eV/Å.

Results
HOMO-LUMO gap	9.11	eV
net charge	0
structure (SMILES)	COCCNCCOC.COCCNCCOC.COCCNCCOC.COCCNCCOC.NC(N)=O.O.O

These are the Mulliken partial charges, in e, on atoms 1 to 6: atom 1 (C): -0.792, atom 2 (O): -0.345, atom 3 (C): -0.434, atom 4 (C): -0.828, atom 5 (N): -0.337, atom 6 (C): -0.715

***

Entry 2:
The following is a DFT calculation (ωB97M-V/def2-TZVPD) of C5H6N2O in the gas phase.

The geometry in XYZ format:
```
14
Properties=species:S:1:pos:R:3:forces:R:3
C 0.719 1.416 1.626 -1.99 2.71 1.36
C 1.518 0.555 1.090 -1.48 -1.45 -0.45
C 0.646 -0.217 0.270 4.14 -3.86 -2.80
N 0.970 -1.279 -0.526 -3.72 3.62 0.82
C -0.444 -1.375 -1.206 -0.92 -0.71 6.16
C -1.079 0.073 -0.995 -2.87 -1.84 -5.10
N -0.591 0.313 0.248 0.66 1.29 3.05
O -0.506 1.570 1.042 -0.24 -1.55 -1.21
H 0.743 1.968 2.544 0.55 0.60 0.06
H 2.398 0.210 1.450 2.65 -0.71 0.86
H -0.430 -1.593 -2.228 -0.12 -1.08 -1.22
H -1.129 -2.104 -0.324 1.78 1.50 -3.27
H -0.546 0.514 -1.943 -1.23 0.68 1.87
H -2.270 -0.051 -1.049 2.78 0.80 -0.15
```
Positions in Å, forces in eV/Å.

Results
HOMO-LUMO gap	9.20	eV
net charge	0
structure (SMILES)	C1=CC2=NCCN2O1

These are the Mulliken partial charges, in e, on atoms 1 to 6: atom 1 (C): -0.108, atom 2 (C): -0.602, atom 3 (C): 0.464, atom 4 (N): -0.658, atom 5 (C): -0.473, atom 6 (C): -0.491

***

Entry 3:
The following is a DFT calculation (ωB97M-V/def2-TZVPD) of C48H47F4N7O6SSc as an isolated structure.

The geometry in XYZ format:
```
114
Properties=species:S:1:pos:R:3:forces:R:3
Sc -0.421 -0.185 -0.490 0.49 0.54 -0.12
C -0.737 -8.016 -1.051 0.02 -0.03 0.00
C -1.819 -6.959 -0.887 -0.04 0.07 -0.01
N -1.274 -5.638 -0.610 -0.03 -0.09 0.02
C -1.369 -4.667 -1.568 0.00 0.05 -0.03
C -0.869 -3.420 -1.417 -0.07 -0.15 0.02
C -1.278 -2.394 -2.437 -0.05 0.13 0.13
O -1.650 -2.730 -3.550 0.02 -0.04 -0.04
O -1.283 -1.168 -2.002 0.00 -0.13 -0.19
C -0.140 -3.112 -0.217 0.05 0.16 0.10
O 0.491 -1.982 -0.052 0.06 -0.19 -0.01
C -0.179 -4.047 0.834 -0.01 -0.12 -0.04
C 0.336 -3.712 2.121 -0.05 0.00 -0.05
C 0.167 -4.593 3.150 -0.02 0.00 0.03
F 0.555 -4.213 4.408 0.01 0.00 -0.01
C -0.418 -5.844 3.009 0.04 0.02 0.04
C -0.900 -6.204 1.725 0.02 -0.01 -0.01
C -0.791 -5.327 0.661 0.06 0.09 -0.03
N -0.802 -6.639 4.143 -0.06 -0.01 -0.05
C 0.257 -6.995 5.063 0.05 0.02 0.02
C -0.258 -8.013 6.060 -0.12 0.01 0.12
N -1.426 -7.397 6.794 0.07 0.01 -0.08
C -2.525 -7.003 5.835 0.06 -0.13 0.16
C -1.933 -6.040 4.834 -0.06 0.04 0.01
H -1.184 -8.998 -1.217 -0.01 0.00 0.00
H -0.102 -8.072 -0.167 0.00 0.01 0.01
H -0.105 -7.778 -1.907 0.00 0.01 0.00
H -2.524 -7.228 -0.095 0.02 -0.02 0.01
H -2.401 -6.876 -1.804 0.01 -0.01 0.00
H -1.903 -4.929 -2.472 0.01 0.00 -0.01
H 0.773 -2.740 2.286 0.01 0.01 0.00
H -1.349 -7.180 1.615 -0.01 -0.01 0.01
H 0.654 -6.126 5.615 0.01 -0.03 0.00
H 1.089 -7.430 4.509 -0.02 -0.01 -0.01
H 0.487 -8.288 6.805 0.03 0.00 -0.03
H -0.648 -8.901 5.567 0.04 0.00 -0.02
H -1.099 -6.550 7.265 0.00 0.01 0.01
H -1.779 -8.024 7.515 -0.01 -0.03 -0.02
H -3.335 -6.564 6.415 0.16 -0.08 -0.07
H -2.851 -7.927 5.359 -0.02 0.02 -0.02
H -1.659 -5.100 5.343 -0.02 0.03 0.00
H -2.698 -5.792 4.100 -0.02 0.03 0.00
C -0.287 3.751 -5.231 0.01 -0.03 0.03
O 1.010 3.550 -5.811 0.01 0.09 -0.07
C 1.993 4.256 -5.166 0.01 -0.06 0.03
C 2.447 5.461 -5.672 0.01 -0.01 -0.02
C 3.455 6.154 -5.016 0.00 -0.01 0.00
C 4.013 5.629 -3.860 0.01 0.00 0.01
C 3.580 4.407 -3.365 0.05 0.01 -0.02
C 2.560 3.715 -4.008 -0.08 0.05 -0.07
N 2.096 2.466 -3.563 0.27 -0.05 -0.02
C 1.590 2.220 -2.303 -0.10 0.16 0.07
N 1.431 3.325 -1.534 -0.04 -0.04 -0.02
C 0.964 3.421 -0.206 0.07 0.04 0.08
C -0.247 2.879 0.208 -0.14 -0.04 -0.03
C -0.651 3.069 1.539 -0.01 0.03 -0.01
C 0.110 3.829 2.401 0.04 0.00 -0.01
C 1.307 4.411 1.981 -0.04 0.00 0.01
C 1.724 4.203 0.678 0.05 -0.11 0.00
O 2.872 4.723 0.146 -0.06 0.06 -0.06
C 3.542 5.712 0.902 0.03 -0.02 0.02
N 1.297 1.024 -1.898 -0.16 -0.32 0.08
C 1.581 -0.062 -2.776 0.07 -0.07 0.04
C 2.510 -1.019 -2.394 0.03 0.02 0.01
C 2.714 -2.164 -3.151 -0.04 0.02 -0.04
C 1.970 -2.357 -4.304 0.03 -0.02 0.02
C 1.031 -1.416 -4.702 -0.02 -0.02 -0.02
C 0.834 -0.273 -3.942 -0.03 -0.06 0.03
O -0.061 0.701 -4.252 -0.04 0.01 -0.01
C -1.196 0.325 -5.030 0.02 0.00 0.01
H -0.989 3.194 -5.846 0.01 0.01 0.00
H -0.541 4.813 -5.245 -0.02 -0.01 0.01
H -0.323 3.371 -4.207 -0.04 0.04 -0.02
H 1.994 5.844 -6.578 0.00 0.00 0.00
H 3.805 7.099 -5.410 0.00 0.01 0.00
H 4.804 6.161 -3.347 0.00 0.00 -0.01
H 4.033 3.980 -2.479 0.00 -0.01 -0.01
H 1.703 1.881 -4.288 -0.03 0.05 0.03
H 1.823 4.176 -1.903 -0.07 0.01 -0.01
H -1.574 2.607 1.864 -0.01 0.01 0.01
H -0.222 3.982 3.420 0.00 0.01 0.00
H 1.894 5.007 2.664 -0.02 -0.01 0.01
H 2.857 6.510 1.199 0.02 0.01 -0.01
H 4.315 6.117 0.256 0.01 0.00 0.01
H 4.006 5.283 1.794 -0.01 0.01 0.01
H 3.050 -0.868 -1.467 0.00 0.00 0.00
H 3.432 -2.905 -2.827 0.00 -0.01 -0.01
H 2.102 -3.255 -4.895 0.00 0.00 0.00
H 0.424 -1.592 -5.579 0.01 0.00 0.01
H -1.927 1.115 -4.879 -0.02 -0.02 0.00
H -1.598 -0.624 -4.675 -0.01 -0.01 0.00
H -0.932 0.260 -6.090 -0.01 0.00 -0.01
F -4.995 -3.449 7.421 -0.01 -0.05 0.00
C -5.255 -3.888 6.177 -0.05 0.19 -0.06
F -6.593 -3.937 6.051 0.06 -0.06 0.03
F -4.836 -5.194 6.141 -0.18 0.14 0.02
C -4.587 -3.072 5.121 -0.04 -0.04 -0.01
C -4.128 -1.789 5.385 0.05 0.00 0.01
C -3.498 -1.067 4.386 0.05 0.00 0.05
C -3.291 -1.619 3.118 0.04 -0.06 -0.08
C -3.790 -2.905 2.859 -0.05 0.07 0.05
C -4.444 -3.612 3.846 0.01 -0.05 -0.02
C -2.535 -0.941 2.116 0.21 -0.07 0.22
C -1.731 -0.500 1.309 -0.33 0.08 -0.12
H -4.249 -1.360 6.370 0.00 0.00 -0.01
H -3.122 -0.073 4.590 -0.01 0.01 -0.01
H -3.640 -3.331 1.876 -0.01 -0.02 -0.01
H -4.850 -4.593 3.637 0.03 -0.07 -0.05
S -2.112 2.701 -1.707 -0.03 0.03 -0.04
C -1.049 2.025 -0.676 -0.06 0.15 0.09
N 1.300 0.439 1.050 -0.09 -0.16 0.00
H 0.995 1.041 1.807 -0.01 0.00 -0.01
H 2.065 0.890 0.561 0.01 0.02 0.02
H 1.613 -0.450 1.424 0.02 0.00 0.02
```
Positions in Å, forces in eV/Å.

Results
multiplicity	2
HOMO-LUMO gap (alpha / beta)	3.41 / 4.81	eV
net charge	0
⟨S²⟩	0.777

These are the Mulliken partial charges, in e, on atoms 1 to 6: atom 1 (Sc): -0.553, atom 2 (C): -1.140, atom 3 (C): -0.927, atom 4 (N): 0.344, atom 5 (C): -0.248, atom 6 (C): 0.007

***

Entry 4:
The following is a DFT calculation (ωB97M-V/def2-TZVPD) of a 2-piece molecular cluster, CH3BrN2 overall.

The geometry in XYZ format:
```
7
Properties=species:S:1:pos:R:3:forces:R:3
C -1.263 -0.106 -0.622 -1.88 1.41 -2.63
N -0.701 -0.729 0.309 1.71 -0.56 0.77
N -0.087 -1.252 1.101 -0.22 -0.11 0.31
Br -5.049 0.027 -0.144 0.54 -1.46 -0.25
H -2.313 -0.233 -0.803 -0.26 -0.25 0.54
H -0.823 0.493 -1.429 0.77 -0.45 0.99
H -4.477 -1.329 -0.385 -0.66 1.42 0.27
```
Positions in Å, forces in eV/Å.

Results
HOMO-LUMO gap	9.12	eV
net charge	0

These are the Mulliken partial charges, in e, on atoms 1 to 6: atom 1 (C): -0.121, atom 2 (N): 0.478, atom 3 (N): -0.584, atom 4 (Br): -0.198, atom 5 (H): -0.030, atom 6 (H): 0.237

***

The calculation returns the following molar mass values, one per record and in order: 628.850; 110.116; 970.962; 122.953 g mol⁻¹.
The calculation returns the following relative energy (zero: lowest compared OMol25 entry of this formula, charge and spin) values, one per record and in order: 367.78; 473.36; 0.00; 33.73 kJ/mol.